(1)
Here is a cluster of 2 separate species, CH2BrNOS in total from the OMol25 dataset. Energies are from ωB97M-V/def2-TZVPD.

Properties
E_LUMO: -0.546 eV
Kohn-Sham gap: 9.400 eV
Total charge: 0
Energy above the lowest of the compared OMol25 structures with the same formula, charge and spin: 186.4 kJ/mol

Last column: Löwdin charge in e.
Positions of all 7 atoms, in Å:
C -1.3827 -1.2600 0.5315  -0.013
N -0.0504 1.4742 -0.4132  -0.447
O -2.0748 -1.4804 -0.3410  0.067
S 0.8390 0.2968 -0.7519  0.433
Br 2.8372 0.2433 0.4632  0.089
H -0.5284 1.5469 0.4727  -0.003
H 0.3602 -0.8208 0.0388  -0.126

---

(2)
Here is a cluster of 11 separate species, C76H86N2O2P in total from the OMol25 dataset. Energies are from ωB97M-V/def2-TZVPD.

Properties
E_LUMO: -4.406 eV
Kohn-Sham gap: 5.989 eV
Total charge: +1

Last column: Löwdin charge in e.
Positions of all 167 atoms, in Å:
C 1.7765 -0.8628 3.6144  -0.141
C 2.4981 0.1667 2.7167  -0.388
P 2.8611 -0.4534 1.0213  0.965
C 4.0279 -1.8224 1.3239  -0.226
O 1.4352 -1.1105 0.3427  -0.228
C 0.5674 -0.2330 -0.1897  -0.558
O 0.4576 -0.0758 -1.3509  0.208
C -0.2714 0.5197 0.7935  -0.033
C -0.0898 1.8907 0.9067  0.086
C -0.8422 2.6173 1.8168  -0.165
C -0.7451 4.1141 2.0205  -0.082
C -0.1807 4.8493 0.8276  -0.221
N -0.7610 5.8021 0.2470  0.127
N -1.7344 1.9605 2.5847  0.161
C -1.9437 0.6306 2.4803  0.057
C -1.2337 -0.1368 1.5728  -0.121
C -1.5262 -1.6061 1.4455  -0.109
C -2.7231 -1.8251 0.4688  -0.131
C -4.0419 -2.3701 1.0621  -0.384
C -5.1974 -1.8313 0.1763  -0.063
C -4.3280 -1.9327 2.4966  -0.085
H 2.4784 -1.6400 3.8947  0.060
H 1.4238 -0.3738 4.5186  0.075
H 0.9341 -1.3192 3.0986  0.046
H 3.4617 0.3981 3.1699  0.067
H 1.9442 1.1015 2.7035  0.051
H 5.0282 -1.4509 1.1353  0.024
H 3.9887 -2.1058 2.3754  0.033
H 3.7903 -2.7120 0.7495  0.055
H 0.6295 2.3917 0.2820  0.138
H -0.1597 4.2838 2.9266  0.140
H -1.7604 4.4607 2.2081  0.123
H 0.7974 4.5351 0.4761  0.116
H -1.6656 6.0079 0.6721  0.074
H -2.2704 2.4783 3.2696  0.185
H -2.6792 0.1884 3.1321  0.137
H -1.6593 -2.0744 2.4143  0.108
H -0.6603 -2.0775 0.9951  0.108
H -2.9179 -0.8908 -0.0543  0.112
H -2.3925 -2.5329 -0.2866  0.123
H -4.0538 -3.4540 1.0086  0.133
H -5.9602 -2.5785 -0.0155  0.071
H -4.8255 -1.4864 -0.7855  0.066
H -5.5948 -0.9470 0.6682  0.077
H -5.2541 -2.4139 2.8068  0.090
H -4.5376 -0.8654 2.5425  0.067
H -3.5782 -2.2370 3.2235  0.068
C 2.4508 -2.2838 -2.9248  -0.090
C 3.8243 -2.0940 -2.8418  -0.093
C 4.6641 -2.6565 -3.7923  -0.110
C 4.1299 -3.4039 -4.8333  -0.098
C 2.7573 -3.5919 -4.9190  -0.089
C 1.9177 -3.0350 -3.9629  -0.088
H 1.8034 -1.8449 -2.1828  0.062
H 4.2411 -1.5044 -2.0329  0.089
H 5.7349 -2.5119 -3.7240  0.103
H 4.7847 -3.8380 -5.5778  0.106
H 2.3414 -4.1733 -5.7318  0.103
H 0.8476 -3.1856 -4.0288  0.100
C -6.7359 -3.9680 -2.9218  -0.106
C -7.1304 -2.6582 -3.1579  -0.112
C -8.3428 -2.3987 -3.7804  -0.104
C -9.1669 -3.4501 -4.1588  -0.090
C -8.7736 -4.7599 -3.9181  -0.108
C -7.5563 -5.0197 -3.3037  -0.090
H -5.7879 -4.1700 -2.4383  0.097
H -6.4920 -1.8366 -2.8565  0.092
H -8.6456 -1.3761 -3.9685  0.099
H -10.1154 -3.2484 -4.6397  0.107
H -9.4165 -5.5801 -4.2106  0.106
H -7.2493 -6.0410 -3.1204  0.106
C 5.9541 -0.6022 -6.3203  -0.103
C 5.5619 -1.1829 -7.5182  -0.097
C 6.4242 -1.1807 -8.6059  -0.094
C 7.6822 -0.6045 -8.4931  -0.095
C 8.0758 -0.0263 -7.2945  -0.097
C 7.2103 -0.0220 -6.2091  -0.097
H 5.2800 -0.6016 -5.4745  0.086
H 4.5825 -1.6371 -7.6030  0.099
H 6.1164 -1.6285 -9.5419  0.101
H 8.3559 -0.6062 -9.3402  0.101
H 9.0572 0.4218 -7.2067  0.100
H 7.5158 0.4335 -5.2753  0.096
C -2.8723 4.7040 -4.7776  -0.097
C -2.7428 4.9138 -3.4116  -0.101
C -1.5034 5.2301 -2.8687  -0.105
C -0.3954 5.3434 -3.6971  -0.094
C -0.5247 5.1364 -5.0636  -0.091
C -1.7621 4.8133 -5.6033  -0.091
H -3.8385 4.4565 -5.1992  0.095
H -3.6113 4.8315 -2.7690  0.095
H -1.3948 5.3886 -1.8004  0.049
H 0.5703 5.5956 -3.2768  0.100
H 0.3393 5.2273 -5.7089  0.103
H -1.8614 4.6484 -6.6682  0.103
C 5.8424 3.3490 5.9774  -0.107
C 7.2241 3.4245 6.0834  -0.086
C 8.0283 2.8866 5.0877  -0.082
C 7.4512 2.2803 3.9806  -0.090
C 6.0695 2.2095 3.8738  -0.106
C 5.2642 2.7390 4.8733  -0.102
H 5.2164 3.7666 6.7558  0.093
H 7.6744 3.9033 6.9433  0.108
H 9.1054 2.9408 5.1741  0.106
H 8.0783 1.8646 3.2020  0.100
H 5.6158 1.7399 3.0085  0.084
H 4.1852 2.6795 4.7905  0.090
C -6.3842 1.4994 -6.4317  -0.100
C -6.8340 2.5152 -7.2636  -0.099
C -8.0299 2.3695 -7.9530  -0.093
C -8.7797 1.2109 -7.8049  -0.092
C -8.3314 0.1961 -6.9708  -0.096
C -7.1325 0.3389 -6.2870  -0.101
H -5.4494 1.6113 -5.8964  0.095
H -6.2522 3.4212 -7.3764  0.097
H -8.3776 3.1590 -8.6063  0.102
H -9.7135 1.0990 -8.3402  0.102
H -8.9162 -0.7078 -6.8546  0.097
H -6.7806 -0.4558 -5.6406  0.087
C 8.6620 -1.7243 1.5989  -0.102
C 9.6565 -2.6354 1.2714  -0.093
C 10.1023 -2.7343 -0.0392  -0.089
C 9.5599 -1.9174 -1.0220  -0.090
C 8.5678 -1.0040 -0.6949  -0.098
C 8.1175 -0.9106 0.6148  -0.116
H 8.3124 -1.6483 2.6213  0.098
H 10.0843 -3.2684 2.0378  0.103
H 10.8739 -3.4483 -0.2953  0.104
H 9.9112 -1.9926 -2.0428  0.103
H 8.1458 -0.3653 -1.4605  0.099
H 7.3402 -0.1988 0.8691  0.086
C -0.1639 -3.6133 8.0768  -0.088
C 0.8342 -4.5379 7.8033  -0.084
C 1.3349 -4.6607 6.5146  -0.086
C 0.8427 -3.8523 5.5000  -0.104
C -0.1534 -2.9254 5.7749  -0.116
C -0.6601 -2.8077 7.0615  -0.097
H -0.5556 -3.5210 9.0811  0.105
H 1.2218 -5.1647 8.5954  0.106
H 2.1084 -5.3866 6.3012  0.105
H 1.2354 -3.9464 4.4950  0.096
H -0.5374 -2.2932 4.9823  0.076
H -1.4410 -2.0888 7.2749  0.098
C 5.2483 9.0983 7.7899  -0.091
C 4.0031 8.8854 8.3652  -0.094
C 3.3434 7.6807 8.1670  -0.100
C 3.9333 6.6862 7.3988  -0.105
C 5.1799 6.8975 6.8262  -0.098
C 5.8361 8.1052 7.0188  -0.090
H 5.7611 10.0388 7.9432  0.103
H 3.5468 9.6590 8.9688  0.102
H 2.3704 7.5170 8.6122  0.099
H 3.4202 5.7438 7.2476  0.091
H 5.6400 6.1214 6.2283  0.080
H 6.8061 8.2720 6.5688  0.103
C -9.6753 -4.0228 -0.5316  -0.083
C -10.6470 -4.9252 -0.9419  -0.085
C -11.4749 -5.5293 -0.0057  -0.089
C -11.3371 -5.2265 1.3421  -0.096
C -10.3681 -4.3228 1.7534  -0.101
C -9.5358 -3.7241 0.8170  -0.097
H -9.0279 -3.5539 -1.2614  0.076
H -10.7586 -5.1572 -1.9922  0.088
H -12.2288 -6.2367 -0.3263  0.102
H -11.9855 -5.6947 2.0712  0.101
H -10.2620 -4.0849 2.8043  0.098
H -8.7770 -3.0210 1.1391  0.090